The following is a quantum chemistry calculation of C20H43Br2Cl2CsLi2NNaO21PS5Si2 as an isolated structure, from the OMol25 dataset.

The total charge is -1. The largest force on an atom is 10.15 eV Å⁻¹. The frontier orbital gap is 1.73 eV. The total energy is -315637.9536 eV. As for the spin multiplicity: 1. The calculation puts the HOMO energy at -3.141 eV.

Last column: Löwdin charge in e.
CARTESIAN COORDINATES (ANGSTROEM)
1 C 2.785 -2.842 2.639  -0.09
2 C 2.814 -1.360 3.131  -0.27
3 O 1.613 -0.627 2.885  -0.50
4 C 0.485 -1.209 3.535  -0.24
5 C -0.532 -1.688 2.431  -0.13
6 O -1.461 -0.610 2.103  -0.22
7 C -1.459 -0.249 0.709  -0.27
8 Si -0.454 1.315 0.241  0.24
9 O 1.187 1.075 0.072  -0.43
10 Si 1.619 -0.290 -0.870  0.17
11 S 0.154 -0.886 -2.337  0.47
12 C 3.258 0.085 -1.841  -0.66
13 C 3.448 1.674 -2.208  -0.40
14 C 4.599 -0.473 -1.063  -0.30
15 C 4.867 -2.053 -1.313  -0.11
16 S -0.684 2.802 1.841  0.54
17 C -2.259 2.480 2.707  -0.41
18 C -3.461 2.200 1.806  -0.45
19 O -3.629 2.576 0.686  0.10
20 O -4.519 1.438 2.400  -0.12
21 C -4.852 0.273 1.595  -0.08
22 C -6.175 -0.487 2.212  -0.27
23 C -6.556 -1.714 1.331  0.00
24 O -7.286 0.434 2.501  -0.09
25 C -7.566 1.310 1.405  -0.46
26 O -7.395 2.477 1.591  0.12
27 C -8.106 0.860 0.022  -0.44
28 S -9.000 2.249 -0.779  0.79
29 P -1.248 2.355 -1.565  0.41
30 O -2.252 1.500 -2.239  -0.35
31 O -1.856 3.853 -1.239  -0.30
32 O 0.037 2.616 -2.594  -0.21
33 H 2.580 -2.908 1.554  0.02
34 H 2.035 -3.450 3.191  0.07
35 H 3.783 -3.294 2.830  0.08
36 H 3.603 -0.852 2.531  0.11
37 H 3.123 -1.280 4.202  0.12
38 H 0.034 -0.411 4.163  0.08
39 H 0.763 -2.039 4.219  0.11
40 H 0.090 -2.026 1.582  0.11
41 H -1.126 -2.525 2.867  0.12
42 H -1.214 -1.158 0.125  0.08
43 H -2.517 0.002 0.448  0.07
44 H 1.821 -1.405 0.021  -0.13
45 H 0.457 -0.137 -3.444  -0.16
46 H 3.184 -0.509 -2.844  -0.06
47 H 3.252 1.823 -3.344  -0.03
48 H 2.790 2.299 -1.573  0.06
49 H 4.554 1.977 -1.963  0.07
50 H 5.542 0.075 -1.474  0.05
51 H 4.549 -0.198 0.008  0.11
52 H 5.346 -2.475 -0.410  0.08
53 H 3.904 -2.528 -1.558  -0.06
54 H 5.586 -2.254 -2.188  0.05
55 H -2.504 3.408 3.276  0.10
56 H -2.109 1.695 3.481  0.09
57 H -5.077 0.502 0.537  0.14
58 H -4.043 -0.486 1.680  0.14
59 H -5.816 -0.917 3.237  0.17
60 H -7.598 -1.638 0.979  0.08
61 H -6.347 -2.655 1.866  0.10
62 H -5.925 -1.675 0.415  0.10
63 H -7.291 0.568 -0.671  0.10
64 H -8.820 0.020 0.134  0.08
65 H -8.489 2.429 -2.047  -0.11
66 H -1.902 4.029 -0.267  0.02
67 H 0.673 3.099 -2.032  0.05
68 C 9.493 -1.588 -5.551  -0.13
69 C 9.408 -2.921 -4.868  -0.12
70 O 8.400 -2.752 -3.840  -0.13
71 S 7.295 -1.738 -4.333  0.53
72 O 6.180 -2.482 -4.852  -0.27
73 O 7.147 -0.717 -3.338  -0.42
74 O 8.113 -1.116 -5.592  -0.34
75 H 10.086 -0.878 -4.964  0.13
76 H 9.908 -1.661 -6.555  0.14
77 H 10.378 -3.210 -4.431  0.13
78 H 9.061 -3.709 -5.543  0.14
79 Cs 4.717 0.365 -3.777  1.70
80 Cl 1.820 -3.120 -1.095  -0.17
81 N -10.249 3.303 -3.773  -0.65
82 O -9.995 4.355 -3.146  -0.10
83 O -11.389 3.085 -4.198  -0.05
84 O -9.333 2.462 -3.963  -0.14
85 Li -3.755 4.572 -2.357  0.88
86 Cl 1.180 1.544 2.949  0.07
87 Li 7.259 -0.913 -7.519  0.74
88 Br -8.590 0.563 8.023  0.65
89 C -7.882 1.835 6.738  -0.67
90 C -6.579 1.352 6.155  -0.73
91 Br -5.111 1.569 7.407  0.70
92 H -7.790 2.789 7.250  0.06
93 H -8.644 1.915 5.964  0.07
94 H -6.305 1.956 5.295  0.03
95 H -6.599 0.295 5.867  0.06
96 O 12.812 -2.562 -1.589  -0.41
97 S 12.950 -2.098 -2.986  0.19
98 O 11.990 -0.973 -3.236  -0.46
99 O 12.618 -3.216 -3.922  -0.47
100 O 14.332 -1.635 -3.223  -0.41
101 Na -5.931 1.139 3.677  0.41

The following is a quantum chemistry calculation of a 3-piece molecular cluster, C20H43BrClN2O7S overall, from the OMol25 dataset.

The total charge is +1. The largest force on an atom is 1.90 eV Å⁻¹. The frontier orbital gap is 6.86 eV. The total energy is -132139.3717 eV. As for the spin multiplicity: 1. The calculation puts the HOMO energy at -10.254 eV.

Last column: Löwdin charge in e.
CARTESIAN COORDINATES (ANGSTROEM)
1 C -3.950 0.067 -2.482  -0.07
2 C -2.461 -0.179 -2.191  -0.31
3 C -2.295 -1.521 -1.531  -0.90
4 Br -2.454 -3.003 -2.734  0.90
5 S -0.701 -1.626 -0.637  1.17
6 C -0.882 -0.339 0.649  -0.32
7 O -0.304 -0.770 1.829  -0.07
8 C -0.946 -0.193 2.957  -0.45
9 C -2.324 -0.666 3.280  0.04
10 O -0.359 0.624 3.600  0.19
11 C -0.770 -3.231 0.175  -0.32
12 C 0.276 -3.400 1.257  -0.83
13 O -0.040 -3.579 2.394  0.09
14 Cl 1.975 -3.358 0.803  0.78
15 H -4.158 -0.017 -3.530  0.08
16 H -4.226 1.056 -2.171  0.08
17 H -4.591 -0.634 -1.974  0.08
18 H -2.129 0.597 -1.519  0.10
19 H -1.930 -0.127 -3.123  0.11
20 H -3.062 -1.640 -0.786  0.07
21 H -0.351 0.517 0.263  0.12
22 H -1.931 -0.074 0.721  0.11
23 H -3.025 0.042 2.871  0.10
24 H -2.534 -1.617 2.814  0.09
25 H -2.434 -0.739 4.337  0.10
26 H -0.590 -3.948 -0.616  0.07
27 H -1.757 -3.422 0.554  0.11
28 C 5.257 -4.248 -3.307  -0.11
29 O 4.480 -3.455 -4.188  -0.20
30 C 4.366 -3.988 -5.504  -0.21
31 C 2.946 -4.426 -5.784  -0.21
32 N 2.590 -5.598 -4.992  -0.05
33 C 1.171 -5.940 -5.018  -0.19
34 C 0.187 -4.929 -4.440  -0.24
35 O 0.297 -4.746 -3.034  -0.24
36 C 1.276 -3.813 -2.614  -0.12
37 H 5.398 -3.676 -2.391  0.09
38 H 4.756 -5.189 -3.055  0.08
39 H 6.238 -4.468 -3.734  0.09
40 H 5.069 -4.809 -5.661  0.13
41 H 4.626 -3.187 -6.201  0.12
42 H 2.847 -4.669 -6.845  0.13
43 H 2.292 -3.568 -5.571  0.10
44 H 2.866 -5.441 -4.033  0.07
45 H 1.056 -6.871 -4.459  0.12
46 H 0.883 -6.154 -6.051  0.12
47 H -0.819 -5.322 -4.610  0.12
48 H 0.231 -3.960 -4.952  0.11
49 H 1.412 -2.998 -3.329  0.10
50 H 2.234 -4.297 -2.415  0.08
51 H 0.930 -3.397 -1.672  -0.02
52 C 0.075 8.553 3.455  -0.11
53 O 0.805 7.343 3.367  -0.20
54 C 1.275 6.853 4.618  -0.22
55 C 0.566 5.572 4.999  -0.21
56 N -0.833 5.818 5.329  -0.05
57 C -1.640 4.611 5.477  -0.20
58 C -1.825 3.719 4.254  -0.23
59 O -2.597 4.297 3.214  -0.18
60 C -1.881 5.126 2.314  -0.10
61 H -0.101 8.903 2.440  0.09
62 H -0.894 8.411 3.945  0.08
63 H 0.640 9.318 3.994  0.09
64 H 1.171 7.607 5.402  0.12
65 H 2.340 6.638 4.500  0.12
66 H 1.064 5.133 5.868  0.12
67 H 0.677 4.874 4.157  0.10
68 H -1.243 6.394 4.607  0.07
69 H -2.633 4.930 5.805  0.12
70 H -1.218 4.009 6.287  0.12
71 H -2.389 2.840 4.581  0.11
72 H -0.873 3.344 3.861  0.10
73 H -0.846 4.797 2.190  0.09
74 H -1.895 6.170 2.633  0.08
75 H -2.382 5.075 1.346  0.08

The following is a quantum chemistry calculation of C20H43Cl5O2P2Pr as an isolated structure, from the OMol25 dataset.

The total charge is -1. The largest force on an atom is 3.60 eV Å⁻¹. The frontier orbital gap (spin up / spin down) is 6.11 / 6.07 eV. The total energy is -120796.5329 eV. As for the spin multiplicity: 3. The calculation puts the HOMO energy (spin up / spin down) at -3.579 / -3.542 eV.

Last column: Löwdin charge in e.
CARTESIAN COORDINATES (ANGSTROEM)
1 Pr 0.157 -0.015 0.022  -0.06
2 Cl 0.366 0.109 -2.667  0.04
3 P -0.735 -2.708 -0.437  0.98
4 C 0.608 -3.365 -1.548  -0.52
5 C -0.789 -3.689 1.169  -0.51
6 C -2.311 -2.673 -1.395  -0.53
7 C 1.983 -2.670 -1.416  -0.13
8 H 0.227 -3.109 -2.558  0.10
9 C 0.743 -4.879 -1.381  -0.14
10 H 1.295 -5.113 -0.455  0.08
11 H 1.308 -5.266 -2.242  0.08
12 H -0.228 -5.373 -1.363  0.05
13 H 1.990 -1.692 -1.912  0.01
14 H 2.752 -3.293 -1.904  0.09
15 H 2.315 -2.511 -0.381  0.05
16 H -1.995 -2.095 -2.291  0.10
17 C -3.469 -1.887 -0.727  -0.14
18 C -2.664 -4.116 -1.752  -0.14
19 H -1.970 -4.503 -2.506  0.06
20 H -3.685 -4.126 -2.173  0.07
21 H -2.647 -4.758 -0.858  0.07
22 H -3.130 -1.144 0.001  -0.01
23 H -4.183 -2.557 -0.226  0.07
24 H -4.004 -1.327 -1.507  0.08
25 C 0.459 -3.336 2.010  -0.12
26 H -0.784 -4.764 0.910  0.09
27 C -2.029 -3.302 1.986  -0.14
28 H 1.398 -3.649 1.532  0.07
29 H 0.411 -3.815 2.994  0.08
30 H 0.526 -2.260 2.202  0.04
31 H -2.089 -2.210 2.082  -0.02
32 H -1.952 -3.707 3.002  0.08
33 H -2.962 -3.663 1.535  0.06
34 Cl -1.625 0.143 2.099  0.03
35 H -1.851 0.418 -0.594  -0.11
36 P 0.126 2.864 -0.401  0.97
37 C -0.779 3.464 -1.888  -0.53
38 C -0.312 3.848 1.121  -0.52
39 C 1.938 2.857 -0.820  -0.53
40 C -2.125 2.751 -2.127  -0.15
41 H -0.104 3.175 -2.716  0.10
42 C -0.924 4.983 -1.806  -0.14
43 H -1.727 5.252 -1.104  0.07
44 H -1.184 5.357 -2.807  0.08
45 H 0.005 5.463 -1.497  0.05
46 H -1.982 1.761 -2.560  0.02
47 H -2.730 3.331 -2.841  0.07
48 H -2.711 2.636 -1.208  0.05
49 H 1.936 2.267 -1.760  0.07
50 C 2.838 2.104 0.190  -0.11
51 C 2.414 4.288 -1.072  -0.13
52 H 1.993 4.684 -2.000  0.07
53 H 3.514 4.264 -1.164  0.08
54 H 2.146 4.939 -0.226  0.07
55 H 2.310 1.542 0.974  0.03
56 H 3.500 2.809 0.716  0.08
57 H 3.469 1.373 -0.339  0.10
58 C -1.782 3.535 1.460  -0.14
59 H -0.181 4.918 0.873  0.09
60 C 0.593 3.453 2.302  -0.12
61 H -2.490 4.038 0.790  0.06
62 H -2.014 3.839 2.488  0.08
63 H -1.969 2.453 1.407  -0.02
64 H 0.535 2.383 2.527  0.03
65 H 0.263 3.980 3.208  0.08
66 H 1.640 3.712 2.124  0.06
67 Cl 3.551 -2.126 4.188  0.59
68 C 3.267 -0.635 3.256  -1.44
69 Cl 1.811 0.206 3.921  0.60
70 Cl 4.674 0.451 3.394  0.58
71 C 3.093 -1.030 1.740  -0.75
72 O 4.020 -1.599 1.206  0.04
73 O 1.944 -0.685 1.200  -0.36

The following is a quantum chemistry calculation of a 3-piece molecular cluster, C20H43ClF5N8O7P2 overall, from the OMol25 dataset.

The total charge is -1. The largest force on an atom is 5.96 eV Å⁻¹. The frontier orbital gap is 7.14 eV. The total energy is -92379.2292 eV. As for the spin multiplicity: 1. The calculation puts the HOMO energy at -5.418 eV.

Last column: Löwdin charge in e.
CARTESIAN COORDINATES (ANGSTROEM)
1 O 4.153 4.236 0.272  0.22
2 C 2.982 4.163 0.310  -0.49
3 F 2.390 3.600 1.352  0.16
4 N 2.074 4.620 -0.688  0.06
5 N 2.535 5.883 -1.214  0.04
6 C 1.445 6.717 -1.639  -0.70
7 Cl 0.830 6.251 -3.269  0.72
8 C 0.263 6.815 -0.667  -0.14
9 C -0.827 5.738 -0.806  -0.21
10 O -1.242 5.308 0.511  -0.12
11 C -1.067 3.946 0.744  -0.11
12 C -2.110 3.063 0.033  -0.56
13 F -3.136 3.754 -0.478  0.15
14 F -1.569 2.313 -0.950  0.12
15 F -2.617 2.166 0.935  0.09
16 C 2.100 8.166 -1.752  -0.74
17 O 2.256 8.659 -2.868  -0.05
18 O 2.416 8.608 -0.622  -0.06
19 C 2.133 3.594 -1.696  -0.52
20 O 1.528 2.582 -1.592  0.17
21 F 2.880 3.870 -2.735  0.17
22 H 3.067 6.402 -0.522  0.13
23 H -0.212 7.773 -0.865  0.12
24 H 0.588 6.827 0.368  0.12
25 H -0.479 4.863 -1.350  0.08
26 H -1.699 6.109 -1.338  0.12
27 H -0.091 3.592 0.408  0.11
28 H -1.140 3.794 1.817  0.14
29 O -2.076 -1.324 -4.577  -0.30
30 P -1.034 -2.108 -3.841  0.67
31 N 0.284 -1.014 -3.829  -0.29
32 C 1.667 -1.353 -3.561  -0.13
33 C -0.005 0.313 -3.279  -0.14
34 N -0.783 -3.370 -5.009  -0.34
35 C 0.495 -3.554 -5.666  -0.15
36 C -1.874 -3.592 -5.948  -0.15
37 N -0.438 -3.111 -2.553  -0.27
38 C -0.923 -4.503 -2.494  -0.13
39 C -0.768 -2.491 -1.239  -0.12
40 H 1.864 -1.569 -2.502  0.08
41 H 2.300 -0.510 -3.846  0.09
42 H 2.014 -2.198 -4.149  0.05
43 H 0.098 0.331 -2.188  0.06
44 H -1.015 0.635 -3.525  0.07
45 H 0.677 1.057 -3.691  0.08
46 H 0.818 -2.661 -6.217  0.09
47 H 0.435 -4.385 -6.373  0.07
48 H 1.267 -3.841 -4.949  0.06
49 H -1.873 -2.871 -6.775  0.08
50 H -2.838 -3.527 -5.448  0.07
51 H -1.798 -4.600 -6.367  0.07
52 H -2.013 -4.572 -2.544  0.08
53 H -0.593 -4.956 -1.557  0.08
54 H -0.499 -5.104 -3.293  0.07
55 H -1.848 -2.442 -1.077  0.09
56 H -0.373 -1.476 -1.178  0.06
57 H -0.318 -3.049 -0.421  0.06
58 O -0.564 -2.577 2.110  -0.30
59 P -0.556 -2.371 3.592  0.68
60 N 1.022 -1.740 3.834  -0.30
61 C 1.722 -1.668 5.101  -0.13
62 C 1.361 -0.573 3.018  -0.13
63 N -0.622 -4.028 4.095  -0.33
64 C 0.457 -4.641 4.843  -0.14
65 C -1.162 -4.965 3.119  -0.15
66 N -1.209 -1.830 5.111  -0.28
67 C -2.373 -2.567 5.647  -0.13
68 C -1.624 -0.405 5.019  -0.12
69 H 1.332 -0.889 5.771  0.08
70 H 2.774 -1.441 4.913  0.08
71 H 1.714 -2.610 5.638  0.05
72 H 1.026 0.367 3.480  0.07
73 H 0.910 -0.640 2.030  0.07
74 H 2.441 -0.510 2.875  0.08
75 H 1.415 -4.602 4.309  0.09
76 H 0.223 -5.690 5.042  0.08
77 H 0.566 -4.180 5.827  0.06
78 H -0.422 -5.259 2.363  0.08
79 H -2.020 -4.541 2.602  0.07
80 H -1.510 -5.867 3.630  0.08
81 H -3.176 -2.674 4.914  0.09
82 H -2.767 -2.031 6.513  0.08
83 H -2.088 -3.553 5.998  0.07
84 H -2.444 -0.261 4.309  0.09
85 H -0.789 0.220 4.699  0.06
86 H -1.938 -0.040 5.995  0.08